C22H28N4O3 | the ωB97M-V functional and the def2-TZVPD basis

Cartesian coordinates (Å):
O: 2.926 1.025 2.134
O: -1.699 3.391 1.316
O: 3.778 -1.539 -1.422
N: -3.624 0.361 -0.882
N: 4.219 0.391 -0.319
N: 1.947 -0.779 1.218
N: -1.934 1.413 0.207
C: 3.780 -0.872 -0.408
C: -5.494 2.273 -0.182
C: 0.795 -1.484 0.770
C: 0.257 -2.491 1.561
C: 0.260 2.050 0.935
C: -0.859 -3.183 1.131
C: 6.005 1.837 -1.105
C: 3.234 -1.397 0.930
C: -1.220 2.384 0.853
C: -4.879 0.264 -1.290
C: -2.709 -3.599 -0.508
C: -3.281 1.406 -0.135
C: 0.222 -1.196 -0.462
C: -5.856 1.190 -0.971
C: 3.620 2.199 -1.839
C: 0.528 1.018 2.045
C: 4.680 1.167 -1.453
C: -1.461 -2.882 -0.086
C: -3.918 -3.037 0.241
C: 1.907 0.428 1.822
C: -4.187 2.395 0.250
C: -0.906 -1.884 -0.877
H: 0.675 -0.451 -1.100
H: -1.443 0.598 -0.146
H: -0.234 0.238 2.040
H: 6.743 1.091 -0.824
H: 2.696 1.702 -2.126
H: -3.808 -3.190 1.313
H: 3.964 2.797 -2.679
H: -1.358 -1.645 -1.828
H: 0.716 -2.722 2.511
H: 0.813 2.964 1.153
H: 5.869 2.524 -0.272
H: -1.270 -3.968 1.749
H: 4.820 0.457 -2.275
H: -6.867 1.070 -1.328
H: -2.860 -3.475 -1.581
H: -2.613 -4.666 -0.295
H: 0.596 1.661 -0.028
H: -6.224 3.019 0.094
H: 3.417 2.860 -0.999
H: -3.862 3.221 0.858
H: 4.118 0.877 0.567
H: 3.097 -2.477 0.862
H: -4.830 -3.530 -0.086
H: 0.517 1.522 3.012
H: -4.008 -1.970 0.053
H: 6.380 2.394 -1.958
H: 3.927 -1.150 1.738
H: -5.100 -0.601 -1.901

## Properties
- structure (SMILES) = CCc1ccc(N(CC(=O)NC(C)C)C(=O)CCC(=O)Nc2ccccn2)cc1
- molecular weight (Da) = 396.5
- Kohn-Sham gap (Ha) = 0.357
- electronic energy (Ha) = -1299.9635
- HOMO level (eV) = -9.0

Charges per atom according to Mulliken partitioning, unit e: O -0.7733; O -0.6475; O -0.6827; N -0.3041; N -0.0412; N 0.5774; N 0.0655; C 0.5711; C -0.5034; C -1.1415; C -0.5115; C -0.2906; C -0.6148; C -1.4539; C -0.9509; C 0.2650; C -0.2644; C -1.1137; C 0.3693; C -0.1225; C -0.6164; C -1.3068; C -0.8753; C 0.2053; C 0.8333; C -0.9553; C 0.6747; C -0.4595; C -0.3371; H 0.5865; H -0.0401; H 0.4488; H 0.3614; H 0.2582; H 0.3687; H 0.4631; H 0.2616; H 0.5284; H 0.4567; H 0.3418; H 0.4473; H 0.3551; H 0.3828; H 0.3209; H 0.4007; H 0.1441; H 0.4196; H 0.2902; H 0.4697; H 0.3707; H 0.4198; H 0.4008; H 0.5270; H 0.1117; H 0.4237; H 0.4606; H 0.4250